{"formula": "C15H18N2O4S", "method": "ωB97M-V/def2-TZVPD", "orbital_gap_ha": 0.3016, "de_lowest_ev": 1.895, "fmax_ev_per_a": 0.74, "e_lumo_ev": -0.6, "total_energy_ha": -1391.04121, "mol_weight_g_mol": 322.39, "species": ["C", "C", "O", "O", "C", "C", "C", "C", "C", "C", "C", "C", "C", "C", "O", "C", "N", "S", "N", "C", "C", "O", "H", "H", "H", "H", "H", "H", "H", "H", "H", "H", "H", "H", "H", "H", "H", "H", "H", "H"], "positions_angstrom": [[1.1105, -2.3487, 4.9776], [0.1257, -1.2596, 4.6532], [0.4312, -0.1006, 4.5495], [-1.1486, -1.7057, 4.5028], [-1.8798, -1.1530, 3.3912], [-1.7645, -2.0480, 2.1748], [-0.4944, -1.8007, 1.3318], [-0.8329, -1.4169, -0.1029], [0.4046, -1.2177, -0.9988], [0.2483, -0.0211, -1.8991], [0.7971, 1.2371, -1.4796], [0.6732, 2.3842, -2.1960], [1.2439, 3.6909, -1.7409], [2.5303, 4.0758, -2.4391], [3.0823, 5.1268, -2.2558], [-0.0232, 2.2802, -3.4266], [-0.2287, 3.2759, -4.2962], [-1.0481, 2.6623, -5.5194], [-1.2013, 1.1327, -5.0485], [-0.5858, 1.0463, -3.8664], [-0.4445, -0.1163, -3.0617], [-1.0323, -1.2929, -3.4441], [1.6775, -2.0448, 5.8533], [1.7770, -2.4608, 4.1252], [0.6136, -3.2945, 5.1689], [-1.5351, -0.1417, 3.1807], [-2.9167, -1.0829, 3.7132], [-2.6399, -1.8448, 1.5521], [-1.8482, -3.0911, 2.4763], [0.1391, -2.6901, 1.3490], [0.0844, -1.0053, 1.8086], [-1.4880, -2.1822, -0.5178], [-1.3926, -0.4798, -0.0714], [1.3092, -1.1067, -0.4023], [0.5299, -2.0941, -1.6337], [1.3367, 1.2630, -0.5411], [1.4984, 3.6081, -0.6812], [0.5391, 4.5172, -1.8193], [2.9692, 3.3193, -3.1173], [-0.6167, -1.6195, -4.2494]], "nbo_charge": [-0.72, 0.81, -0.59, -0.53, -0.07, -0.43, -0.40, -0.38, -0.43, -0.05, -0.17, -0.05, -0.54, 0.46, -0.51, 0.16, -0.64, 0.97, -0.61, 0.02, 0.33, -0.69, 0.24, 0.24, 0.23, 0.20, 0.19, 0.21, 0.22, 0.20, 0.20, 0.21, 0.20, 0.21, 0.23, 0.21, 0.25, 0.26, 0.11, 0.49]}

---

{"formula": "C3H5ClS", "method": "ωB97M-V/def2-TZVPD", "orbital_gap_ha": 0.3417, "de_lowest_ev": 2.169, "fmax_ev_per_a": 7.94, "e_lumo_ev": 0.5, "total_energy_ha": -975.57700, "smiles": "C#CSC.Cl", "mol_weight_g_mol": 108.59, "species": ["C", "C", "S", "C", "H", "H", "H", "H", "Cl", "H"], "positions_angstrom": [[0.0522, 1.9075, 0.1612], [0.1905, 0.7907, -0.4748], [0.2759, -0.7334, -1.0830], [0.9838, -1.6422, 0.2869], [-0.1543, 2.7164, 0.8632], [0.3268, -1.5852, 1.1181], [1.9341, -1.0407, 0.4852], [1.1924, -2.6357, -0.0968], [-2.9367, 0.6290, -0.6664], [-1.8647, 1.5935, -0.5937]], "nbo_charge": [-0.29, -0.27, 0.37, -0.73, 0.27, 0.23, 0.23, 0.24, -0.37, 0.32]}